# 1
Entry from the OMol25 dataset: C7H13N3O4 in the gas phase in a non-equilibrium geometry (the ωB97M-V functional and the def2-TZVPD basis).

XYZ file:
```
27
Properties=species:S:1:pos:R:3:lowdin_charge:R:1
C 1.13921 2.68021 -1.86024 -0.03
C 0.66713 1.23076 -1.78889 -0.27
N 0.01541 0.95674 -0.52562 0.08
C -1.07383 0.09714 -0.41833 -0.41
O -1.62700 -0.45423 -1.35123 0.08
C -1.58898 -0.11716 1.04530 -0.30
N -3.04234 -0.15630 1.04414 0.04
C -1.03038 -1.46990 1.56681 -0.06
C 0.45713 -1.47268 1.77108 -0.48
N 0.94314 -2.53153 2.41581 0.18
O 1.20051 -0.53781 1.37944 -0.01
C 1.86102 0.28577 -2.11225 -0.45
O 2.44806 0.30339 -3.19825 0.08
O 2.22059 -0.52730 -1.10966 0.11
H 0.28112 3.35270 -1.70125 0.08
H 1.84217 2.88239 -1.03724 0.09
H 1.57961 2.97991 -2.82099 0.09
H -0.04012 1.02407 -2.58815 0.15
H 0.46727 1.18553 0.33762 0.12
H -1.23178 0.71969 1.65139 0.15
H -3.41833 0.72088 0.65858 0.09
H -3.32377 -0.83303 0.31802 0.08
H -1.53221 -1.71388 2.52584 0.13
H -1.24292 -2.34784 0.91097 0.15
H 1.94774 -2.68855 2.47979 0.13
H 0.38460 -3.32267 2.71892 0.12
H 1.69694 -0.24628 -0.31161 0.07
```

Properties
Calculated total energy ... -739.8306 hartree
Kohn-Sham gap ... 9.9 eV
Structure (SMILES) ... C[C@H](NC(=O)[C@@H](N)CC(N)=O)C(=O)O
Energy above the lowest of the compared OMol25 structures with the same formula, charge and spin ... 7.5 kcal/mol
Charge ... 0

# 2
Entry from the OMol25 dataset: a molecular structure, C39H41IrN2O7P4S in a non-equilibrium geometry (the ωB97M-V functional and the def2-TZVPD basis).

XYZ file:
```
95
Properties=species:S:1:pos:R:3:lowdin_charge:R:1
Ir 0.45021 -0.05675 0.57667 1.27
C 0.76279 -3.21635 2.87241 -0.03
C 2.17356 -2.82205 2.46318 -0.60
O 3.06866 -3.71096 3.10340 0.00
P 2.41042 -2.85198 0.65791 0.52
O 1.87425 -4.17125 0.00602 -0.03
O 3.93551 -2.81505 0.34530 -0.05
O 1.63773 -1.68983 0.06224 -0.38
P 2.62213 -1.08510 2.82690 0.41
O 2.50929 -0.85134 4.38016 -0.05
O 3.96200 -0.89770 2.22496 -0.24
O 1.43535 -0.19932 2.32981 -0.50
H 0.61146 -4.27867 2.68483 0.11
H 0.01124 -2.64511 2.32578 0.06
H 0.63397 -3.03201 3.93850 0.11
H 3.98916 -3.47138 2.92519 0.11
H 2.43386 -4.95871 0.09286 0.13
H 4.35256 -2.05547 0.82426 0.09
H 3.28482 -1.11046 4.89929 0.13
C -0.84219 3.97400 1.25469 -0.22
C -1.91665 2.89138 1.08774 -0.26
P -1.47193 1.34508 0.21055 0.97
C -3.00568 0.41646 0.42065 -0.38
C -3.76402 -0.02322 -0.66258 -0.09
C -4.94573 -0.71470 -0.44065 -0.03
C -5.36308 -0.98855 0.85493 -0.02
C -4.60163 -0.56503 1.93794 -0.03
C -3.42926 0.14164 1.72376 -0.09
C -1.33296 1.89996 -1.51156 -0.36
C -2.41107 2.55302 -2.11342 -0.07
C -2.28392 3.07860 -3.39065 -0.02
C -1.07945 2.97249 -4.07321 -0.02
C 0.00186 2.33382 -3.48001 -0.04
C -0.12933 1.79936 -2.20789 -0.17
C 0.48462 3.61945 0.59223 -0.27
P 1.18452 2.10502 1.34729 1.00
C 2.92848 2.18093 0.97408 -0.35
C 3.88639 2.08073 1.98130 -0.09
C 5.22528 2.24983 1.67048 -0.03
C 5.61071 2.49512 0.36067 -0.01
C 4.65812 2.58469 -0.64953 -0.03
C 3.31785 2.43694 -0.34626 -0.08
C 0.83954 2.35284 3.09266 -0.37
C 1.48288 3.42129 3.72000 -0.08
C 1.14592 3.75794 5.02266 -0.02
C 0.16202 3.04550 5.69326 -0.02
C -0.48567 1.98834 5.06602 -0.03
C -0.14850 1.64004 3.76889 -0.11
H -0.66516 4.12135 2.31704 0.10
H -1.20632 4.92688 0.87335 0.13
H -2.71459 3.24152 0.42745 0.10
H -2.40298 2.63969 2.02878 0.09
H -3.43929 0.17259 -1.67705 0.11
H -5.54709 -1.03540 -1.28124 0.13
H -6.28776 -1.52431 1.02360 0.13
H -4.93033 -0.77122 2.94764 0.12
H -2.85025 0.47676 2.57772 0.10
H -3.35707 2.65707 -1.59513 0.12
H -3.12433 3.58379 -3.84737 0.13
H -0.98022 3.39768 -5.06302 0.13
H 0.94611 2.26177 -4.00414 0.13
H 0.72939 1.32119 -1.74119 0.06
H 1.23603 4.38457 0.80543 0.12
H 0.42615 3.53382 -0.49094 0.08
H 3.59106 1.88709 3.00411 0.11
H 5.96937 2.18665 2.45256 0.13
H 6.65812 2.62610 0.12356 0.13
H 4.96332 2.78790 -1.66699 0.12
H 2.58075 2.54516 -1.13390 0.09
H 2.24440 3.99372 3.20323 0.12
H 1.65157 4.58014 5.51064 0.13
H -0.09904 3.31232 6.70850 0.13
H -1.24604 1.42954 5.59532 0.12
H -0.63639 0.79745 3.29297 0.08
S -2.27213 -4.63858 -3.20011 1.11
C -1.60234 -3.24594 -2.39196 -0.47
C -1.94622 -3.09873 -1.04235 -0.05
C -1.46267 -2.02880 -0.33623 -0.14
N -0.63883 -1.10878 -0.88194 -0.16
C -0.26939 -1.27054 -2.16385 -0.09
C -0.74241 -2.29678 -2.94859 0.00
C -1.74484 -4.46623 -4.89229 -0.52
C -2.31590 -3.50494 -5.72409 -0.08
C -1.94940 -3.49459 -7.06444 -0.11
N -1.09044 -4.39745 -7.48665 0.08
C -0.53253 -5.33533 -6.75822 -0.10
C -0.84826 -5.39874 -5.40208 -0.06
H -2.59956 -3.80542 -0.54804 0.13
H -1.73779 -1.88589 0.69996 0.11
H 0.43880 -0.56196 -2.56297 0.11
H -0.40834 -2.36275 -3.97440 0.13
H -3.05252 -2.80022 -5.36009 0.11
H -2.35754 -2.79098 -7.78204 0.12
H 0.15392 -6.02802 -7.23399 0.13
H -0.40708 -6.16665 -4.78029 0.11
```

Properties
Calculated total energy ... -4014.1802 hartree
Kohn-Sham gap (alpha / beta) ... 5.0 / 3.8 eV
2S+1 ... 2
Energy above the lowest of the compared OMol25 structures with the same formula, charge and spin ... 55.4 kcal/mol
Charge ... +3

# 3
Entry from the OMol25 dataset: a molecular structure, C7H6O6SV in a non-equilibrium geometry (the ωB97M-V functional and the def2-TZVPD basis).

XYZ file:
```
21
Properties=species:S:1:pos:R:3:lowdin_charge:R:1
O 0.17804 0.04396 -5.10892 0.25
C 0.17026 0.04652 -3.94795 0.00
V 0.18024 0.05881 -2.00176 0.36
O 2.10141 -2.38070 -1.38215 0.25
C 1.40020 -1.47570 -1.60548 0.01
C -1.00263 1.58519 -1.61678 -0.01
O -1.70991 2.47056 -1.34750 0.25
C -1.32488 -1.12843 -1.53498 -0.03
O -2.22500 -1.84672 -1.35107 0.25
C 1.71318 1.23578 -1.55597 0.01
O 2.61965 1.94244 -1.35949 0.26
C 0.18905 -1.38911 2.50763 -0.19
S -0.70648 -0.23659 1.44472 0.94
C -0.70115 1.25427 2.46349 -0.19
O 0.26209 0.07500 0.30941 -0.63
H -0.39907 -1.54670 3.42073 0.09
H 1.18194 -1.00633 2.75386 0.08
H 0.25014 -2.33276 1.95212 0.07
H 0.31912 1.58329 2.67663 0.08
H -1.25529 2.00652 1.88783 0.06
H -1.24091 1.04070 3.39561 0.09
```

Properties
Calculated total energy ... -2063.2921 hartree
Kohn-Sham gap (alpha / beta) ... 8.3 / 6.7 eV
2S+1 ... 4
Energy above the lowest of the compared OMol25 structures with the same formula, charge and spin ... 0.0 kcal/mol
Charge ... +2

# 4
Entry from the OMol25 dataset: a molecular structure, C17H48O11V in a non-equilibrium geometry (the ωB97M-V functional and the def2-TZVPD basis).

XYZ file:
```
77
Properties=species:S:1:pos:R:3:lowdin_charge:R:1
V -2.21905 -1.80170 0.40202 1.27
C 0.03929 -0.61090 -0.06038 -0.82
O 0.88640 0.14233 -0.55731 0.00
O -0.42322 -1.66265 -0.67848 -0.14
O -0.57434 -0.41056 1.08060 -0.14
C -3.85360 -0.25119 3.66556 -0.05
C -3.11966 -1.48490 3.18264 -0.24
O -3.71751 -1.96565 1.93218 -0.17
H -4.83987 -0.53372 4.04384 0.08
H -3.88138 0.50413 2.88428 0.08
H -3.36053 0.17444 4.54093 0.09
H -3.10785 -2.30186 3.90526 0.13
H -2.05580 -1.26072 3.04636 0.09
H -4.59728 -2.30236 2.12711 0.12
C 2.43580 -0.72740 -5.01648 -0.08
C 2.26915 -1.07738 -3.55568 -0.30
O 0.88940 -1.05394 -3.21650 -0.10
H 1.75460 -1.30315 -5.64380 0.07
H 3.47958 -0.83998 -5.30980 0.07
H 2.19761 0.32637 -5.17906 0.08
H 2.78450 -0.32208 -2.95254 0.12
H 2.73914 -2.03189 -3.29672 0.10
H 0.77851 -0.87710 -2.27089 0.04
C -2.35564 3.26130 3.43680 -0.08
C -1.65901 2.72689 2.19836 -0.33
O -0.43680 2.08482 2.51944 -0.08
H -2.47386 2.45946 4.17058 0.05
H -3.34035 3.66013 3.18360 0.07
H -1.80393 4.07440 3.90741 0.08
H -1.44463 3.60118 1.56763 0.10
H -2.31756 2.09023 1.59840 0.10
H -0.37279 1.34113 1.90018 0.04
C 3.65750 4.21161 -0.30596 -0.09
C 2.97946 2.88214 -0.04913 -0.33
O 2.10116 2.62263 -1.11733 -0.09
H 4.40241 4.43151 0.46183 0.07
H 2.90468 5.00026 -0.29960 0.07
H 4.19646 4.22556 -1.25397 0.07
H 2.43464 2.94860 0.90215 0.11
H 3.71516 2.07463 0.04844 0.11
H 1.69530 1.74892 -1.06636 0.03
C 0.71967 -0.74725 5.94545 -0.09
C 0.69106 -0.19700 4.53061 -0.31
O 0.33615 -1.28672 3.66236 -0.11
H 1.27663 -0.10351 6.62684 0.07
H 1.21235 -1.72038 5.95147 0.07
H -0.29794 -0.86883 6.31790 0.06
H 1.65356 0.21082 4.21265 0.12
H -0.04719 0.60212 4.45186 0.09
H 0.25372 -0.90180 2.77447 0.03
C 3.62445 -4.21932 -0.55808 -0.09
C 2.57192 -3.14679 -0.47097 -0.33
O 3.19967 -1.86625 -0.44079 -0.08
H 3.17751 -5.20624 -0.39616 0.07
H 4.30169 -4.12420 0.29239 0.08
H 4.14065 -4.25828 -1.51520 0.07
H 2.02302 -3.30044 0.46871 0.11
H 1.84543 -3.13792 -1.28900 0.10
H 2.50707 -1.19392 -0.42021 0.04
C -1.35333 -4.01951 -5.23108 -0.09
C -1.82765 -2.59737 -4.92672 -0.33
O -1.59355 -2.24897 -3.57449 -0.11
H -1.55036 -4.24863 -6.28430 0.07
H -1.97986 -4.69283 -4.64668 0.07
H -0.28470 -4.14920 -5.07400 0.07
H -2.91229 -2.57777 -5.05114 0.10
H -1.36334 -1.88558 -5.61601 0.11
H -0.66421 -1.97222 -3.48023 0.04
C -2.58195 3.95661 -1.10459 -0.09
C -1.27637 3.25361 -1.39162 -0.33
O -1.45362 1.84544 -1.38456 -0.07
H -3.28151 3.94669 -1.93887 0.07
H -2.37855 4.98353 -0.79187 0.08
H -3.09002 3.51363 -0.24258 0.06
H -0.50588 3.55018 -0.67315 0.10
H -0.88957 3.59681 -2.35942 0.12
H -0.58875 1.43798 -1.24859 0.04
```

Properties
Calculated total energy ... -2448.1028 hartree
Kohn-Sham gap (alpha / beta) ... 7.6 / 7.4 eV
2S+1 ... 4
Charge ... 0

Q: Among the records above, which one has the highest charge?
A: C39H41IrN2O7P4S